Formula: C7H21ClI2N5P2Pd
Source: the Open Molecules 2025 dataset
Level of theory: ωB97M-V with the def2-TZVPD basis set

Each line ends with the Löwdin charge.
Geometry (Å):
I 2.560 2.478 -0.097  1.1254
I 2.712 -2.712 0.336  1.1153
Pd -1.670 -0.238 0.126  0.4253
P -3.413 -0.116 -1.142  0.9080
C -3.602 -0.186 0.749  -0.2855
C -2.883 1.429 -1.983  -0.2381
H -3.851 1.908 -2.238  0.0702
H -4.303 -1.951 -2.281  0.0755
H -2.306 1.214 -2.898  0.0538
H -2.659 -1.666 -2.941  0.0611
H -2.932 0.317 1.447  0.0183
H -2.295 2.117 -1.346  0.0658
C -3.247 -1.714 -2.015  -0.2333
H -4.531 0.504 0.704  0.1176
H -2.863 -2.553 -1.419  0.0706
H -3.773 -1.263 1.070  0.1047
P 2.404 0.026 -1.219  0.5003
C 3.306 0.049 0.433  -0.5875
C 3.145 -1.412 -2.132  -0.3459
H 2.723 1.062 -3.380  0.0865
H 4.296 0.812 -2.415  0.0766
H 3.332 2.266 -2.262  -0.0068
C 3.251 1.126 -2.429  -0.3533
H 2.626 -1.496 -3.112  0.0949
H 4.240 -1.218 -2.112  0.0864
H 4.315 0.410 0.201  0.0626
H 3.330 -0.979 0.929  -0.1782
H 2.995 -2.467 -1.623  -0.1273
H 2.773 0.676 1.205  -0.0455
Cl -0.230 -0.380 -1.805  0.1124
N -1.243 1.452 4.980  0.1445
N -0.803 0.509 4.066  -0.2210
N 0.107 -0.532 4.187  0.1705
C 0.412 -0.748 2.877  -0.2278
N -0.223 0.036 2.004  -0.0748
N -0.995 0.896 2.805  0.0416
H -1.454 2.317 4.504  0.1082
H -0.425 1.552 5.653  0.1587
H 1.173 -1.525 2.573  0.0702

Force components x, y, z for each atom (eV/Å):
-0.8431 3.8632 0.4918
-0.7688 -3.5549 1.3848
4.2875 0.2965 0.5872
3.6025 -0.9015 0.5107
-5.3589 -1.0203 -1.7598
-1.8804 0.8828 -0.4785
0.7367 0.2979 -0.2982
0.6879 -0.3502 -0.2169
-0.4599 -0.3069 0.3675
-0.2023 0.5476 0.2561
1.0664 0.9813 0.2457
-0.4849 -0.6673 0.0152
-2.1818 -0.4223 -0.7296
1.0241 -1.2143 1.3670
-0.1370 0.6385 0.3379
-0.6227 1.4821 -0.3972
0.2938 -1.1149 -0.4878
-0.0278 1.1539 -0.1050
-0.3523 -1.1560 0.6771
0.1934 -0.3418 -0.1672
-0.0288 0.0002 -0.4790
-0.2676 -1.3709 -0.3095
0.2736 2.0926 0.3040
0.6941 0.0830 0.4181
-0.6634 -0.4705 -0.5356
0.1382 -0.2281 0.5687
0.4546 0.7907 -0.0172
0.2291 1.4257 -1.6387
0.5806 -1.3053 -0.3003
0.3859 -0.0474 0.4777
1.9772 -1.6313 2.5170
1.7831 0.5597 -3.8900
-1.1216 1.8984 -1.1133
0.2731 -0.8333 1.1285
-1.6541 1.2062 1.8581
1.2777 -2.3573 -0.2432
0.0772 -0.0016 -0.2589
-1.6902 0.1082 -0.7001
-1.2910 0.9877 0.6130

## Properties
- Multiplicity: 5
- Total charge: +3
- F_max: 5.7 eV/A
- Calculated total energy: -2417.7796 Ha

***

Formula: C7H21ClI2N5P2Tl
Source: the Open Molecules 2025 dataset
Level of theory: ωB97M-V with the def2-TZVPD basis set

Each line ends with the Löwdin charge.
Geometry (Å):
I -0.216 -0.880 -5.306  0.0421
I -1.942 -2.946 -4.802  0.0607
Tl -0.667 -0.767 -0.833  0.6009
P 1.254 -2.252 0.719  0.7292
C 2.067 -3.116 -0.668  -0.2789
C 2.749 -1.438 1.438  -0.2203
H 3.447 -2.215 1.840  0.0910
H 1.971 -4.142 2.133  0.0893
H 2.409 -0.746 2.234  0.0562
H 0.610 -3.196 2.862  0.0549
H 2.413 -2.382 -1.414  0.0565
H 3.258 -0.848 0.646  0.0570
C 1.023 -3.607 1.927  -0.2236
H 2.927 -3.718 -0.324  0.0792
H 0.279 -4.317 1.540  0.0684
H 1.342 -3.761 -1.186  0.0600
P -2.715 0.969 0.189  0.7222
C -3.565 1.396 -1.361  -0.2678
C -4.135 0.602 1.281  -0.2297
H -1.812 2.643 1.732  0.0572
H -3.259 3.279 0.811  0.0915
H -1.622 3.152 0.032  0.0579
C -2.317 2.683 0.751  -0.2178
H -3.770 0.400 2.298  0.0449
H -4.879 1.423 1.295  0.0916
H -4.371 2.130 -1.203  0.0820
H -3.978 0.490 -1.818  0.0608
H -4.621 -0.321 0.937  0.0688
H -2.850 1.798 -2.090  0.0620
Cl -0.995 -0.600 2.040  -0.1232
N 3.561 2.876 -1.826  0.1624
N 2.664 2.318 -0.969  -0.2894
N 2.486 2.818 0.261  0.1760
C 1.388 2.075 0.612  -0.1934
N 0.913 1.306 -0.372  -0.1061
N 1.775 1.448 -1.415  0.0813
H 3.928 2.133 -2.416  0.1215
H 4.267 3.208 -1.186  0.1149
H 0.982 2.106 1.612  0.1098

Force components x, y, z for each atom (eV/Å):
-0.5631 -0.6413 0.3423
0.5680 0.6897 -0.0762
0.2075 0.5292 1.3893
2.2292 -1.2173 -0.4848
-0.3420 -0.0167 -0.7826
-0.5275 1.3372 -0.0673
-0.8338 0.4794 -0.3716
-0.2835 0.5825 -0.4197
0.4559 -0.4107 -0.2492
0.2394 -0.1473 -0.2613
-0.0310 -0.1975 0.3171
-0.2755 -0.3498 0.5086
-1.6687 0.1050 0.3119
-0.4097 0.2664 -0.0003
0.2691 0.1131 0.1143
0.2582 0.0200 0.1936
-1.6155 1.8829 -0.1787
0.3100 -0.5739 -0.9445
0.4037 -1.5769 0.5403
-0.3635 0.1183 -0.3406
0.5389 -0.7411 -0.1150
-0.3754 -0.1245 0.3040
1.4685 -0.2408 0.1678
-0.1336 0.1864 -0.2737
0.6825 -0.1600 -0.3425
0.3048 -0.2709 0.2020
-0.1234 0.1440 0.0944
-0.0046 0.2554 0.0658
-0.1142 0.0404 0.2169
-0.1151 0.3068 0.2643
0.5627 -0.1510 0.2234
-1.9159 -0.2551 -0.0251
-1.5973 -2.5709 -1.0282
0.7245 0.9955 0.1175
1.3583 -0.1582 -0.5052
0.0802 1.0039 1.6645
0.0633 0.1662 -0.1066
0.7050 0.4798 -0.3267
-0.1366 0.1018 -0.1380

## Properties
- Total charge: +2
- F_max: 3.2 eV/A
- Calculated total energy: -2463.1866 Ha